Record 1
Below is a structure of composition C34H32CsN4PS3, with properties calculated with ωB97M-V with the def2-TZVPD basis set.

```
75
Properties=species:S:1:pos:R:3
N -0.84 -0.97 2.68
H -3.48 0.00 2.88
C 4.73 -3.98 -0.15
C 2.32 -1.19 -0.24
H 1.09 -1.50 -2.05
H -3.71 -0.89 4.40
H 1.75 -4.75 1.35
C 2.59 -4.12 1.07
H 3.84 2.07 1.28
C 3.09 5.38 -0.53
C -0.90 2.25 -4.21
H -9.23 -1.11 -0.02
C -0.62 2.55 -1.84
C 5.21 -1.76 -1.29
C 2.55 3.07 -0.10
H 5.24 4.05 1.71
N -6.34 -0.84 1.37
C 3.53 -1.93 0.43
H -6.40 -1.10 -2.53
H 2.04 0.93 -3.14
S 4.27 -0.82 1.71
C -6.06 -0.98 0.05
C 2.80 -0.50 2.55
H 5.65 0.09 -2.19
C -7.32 -0.74 -2.06
C 0.57 -0.88 4.48
H -8.52 0.50 0.19
C -7.77 -0.98 1.61
H 6.06 -2.18 -1.82
C -1.38 2.72 -2.99
C 4.56 -2.57 -0.39
C 2.61 0.24 -0.57
H 1.48 4.33 -1.47
C 3.84 -4.71 0.58
C 2.29 4.26 -0.76
H 2.77 -1.87 -2.20
H 1.47 -0.91 5.08
C 4.90 -0.41 -1.58
S -0.98 -0.80 5.20
S -4.52 -1.17 -0.59
C 0.46 -0.94 3.13
C 2.50 -2.79 1.02
C 0.33 1.61 -4.26
H 2.90 0.08 3.46
C 3.82 0.43 -1.23
H -1.49 2.37 -5.11
P 1.48 1.58 -0.27
C 3.62 3.01 0.79
C 0.62 1.93 -1.88
H 5.59 -4.48 -0.58
H -2.35 3.21 -2.94
C 1.09 1.45 -3.11
Cs -1.06 -0.72 -0.29
H 2.88 6.30 -1.06
H 4.00 -5.77 0.73
H -5.65 -1.17 2.03
C -8.32 -0.58 0.25
H 3.98 1.45 -1.57
H -8.11 -0.33 2.42
N -7.22 -0.93 -0.63
H -8.17 -1.30 -2.45
H 4.77 6.18 0.54
C 4.15 5.31 0.36
C 4.41 4.12 1.02
H -8.03 -2.02 1.85
N 1.44 -1.77 0.96
C -3.18 -0.89 3.45
H -1.00 2.91 -0.89
H -3.47 -1.77 2.87
C -1.70 -0.89 3.65
H -7.44 0.32 -2.30
H 1.74 -3.01 -1.33
H 0.70 1.23 -5.21
C 1.60 -1.00 2.19
C 1.93 -1.95 -1.51
```

Summary:
Molecular weight (g mol⁻¹): 756.74
HOMO level (eV): -5.3
Gap between HOMO and LUMO (eV): 5.170
Relative energy (zero: lowest compared OMol25 entry of this formula, charge and spin) (kcal/mol): 70.2
Spin multiplicity: 1
LUMO level (eV): -0.15

Record 2
Below is a structure of composition C49H46N4O4S4Zn, with properties calculated with ωB97M-V with the def2-TZVPD basis set.

```
108
Properties=species:S:1:pos:R:3
H -0.02 0.34 6.71
C -1.46 1.08 5.41
C -0.55 0.15 5.79
H -4.94 3.46 -1.14
C 3.62 -1.26 4.24
H -2.62 4.69 -1.24
C -3.13 1.47 0.90
C 2.73 0.94 5.74
H -0.69 3.72 -0.03
C 3.46 2.74 -3.42
C -1.47 -5.63 2.65
C 2.43 2.61 0.14
C 4.45 3.70 -3.47
H 1.68 0.58 -1.95
C -4.04 3.17 -0.60
H -2.10 -3.79 -8.52
C -2.73 3.80 -0.64
C -2.70 -2.98 -6.55
C -1.84 2.16 0.97
O -3.35 1.67 4.02
C 3.77 -1.18 5.64
H -4.12 3.57 3.96
S -0.56 -1.11 0.15
C -2.61 -1.84 -5.67
H -3.19 -3.85 -6.16
H -3.25 -4.96 1.73
C 2.78 2.41 -2.29
C 2.50 0.83 4.42
H -2.05 -3.92 -0.19
H 0.47 -6.18 3.41
C -3.39 0.22 1.41
Zn 0.83 2.52 2.12
C -0.71 -1.90 -1.26
S -2.06 0.31 -2.49
H 3.56 0.08 7.42
C -3.18 -1.81 -4.25
O 1.57 3.50 0.53
C -2.33 0.89 4.32
C -1.37 -0.73 -7.46
C 3.27 2.93 -1.09
C -1.51 -4.47 0.56
H 2.64 -0.31 2.59
C -0.09 -4.45 0.52
N -2.19 -2.21 -3.25
N -0.20 -3.07 -1.58
C -1.71 3.26 0.10
C 1.51 2.88 4.64
H 5.45 3.55 0.74
H 4.37 -1.95 6.12
C 1.55 1.55 -2.40
C -2.14 -2.93 -7.86
H 2.99 2.38 -4.36
O -0.95 1.62 1.69
H 4.05 -2.18 3.83
C -1.45 -1.83 -8.27
C 5.04 4.22 -4.72
N 1.77 1.89 3.82
H -1.63 1.96 6.08
C 0.57 -5.06 1.58
H -1.82 -3.83 -4.41
C -1.93 -0.76 -6.17
O 2.51 1.48 0.68
H -4.06 -2.50 -4.25
H -1.99 -5.98 3.52
S 2.04 2.42 6.36
H 0.33 -3.10 -3.69
H 0.66 2.06 -1.95
H 1.41 -2.92 -0.19
H -0.91 -1.88 3.18
H 4.71 3.62 -5.56
H 0.12 -4.68 -2.88
H 1.64 -4.98 1.66
C 4.92 4.24 -2.26
H -1.72 0.11 -5.59
H -2.50 3.45 4.64
C -0.38 -0.96 5.05
H 6.10 4.26 -4.62
H -5.20 1.46 0.07
C -2.11 -0.23 3.57
C -4.22 2.00 0.11
C -1.15 -1.15 3.90
H 1.25 1.31 -3.39
H 0.37 -1.69 5.24
C -0.25 -3.62 -2.90
C -1.70 -3.60 -3.36
H 5.87 4.79 -2.30
H -2.29 -4.25 -2.68
H 1.32 -4.44 -1.10
C 4.80 4.30 0.33
S 0.57 4.15 4.09
C -2.19 -5.01 1.64
H -3.20 -1.49 2.52
C -1.68 -1.33 -2.39
H -3.43 -0.86 -4.06
C 0.71 -3.70 -0.61
C 4.33 3.82 -1.05
N -2.96 -0.52 2.48
C 3.32 -0.10 6.40
H -0.81 0.13 -7.68
H 4.70 5.24 -4.97
H -0.81 -1.86 -9.17
H 5.41 5.19 0.30
H 4.01 4.51 1.01
C -3.44 2.95 4.59
H -4.21 -0.31 0.92
C -0.08 -5.64 2.66
C 2.97 -0.24 3.64
H -3.73 2.92 5.64
```

Summary:
Molecular weight (g mol⁻¹): 948.59
HOMO level (eV): -7.5
Gap between HOMO and LUMO (eV): 6.917
Relative energy (zero: lowest compared OMol25 entry of this formula, charge and spin) (kcal/mol): 20.0
Spin multiplicity: 1
LUMO level (eV): -0.56

Record 3
Below is a cluster of 2 separate species, C27H27N2O3 in total, with properties calculated with ωB97M-V with the def2-TZVPD basis set.

```
59
Properties=species:S:1:pos:R:3
H 6.79 -1.18 1.48
H -5.80 -1.03 -3.16
H -3.61 0.83 1.55
C -2.54 -2.32 2.08
C 1.38 -0.03 2.15
H 5.77 -2.34 0.57
H 5.77 0.47 -0.48
H -4.32 -0.56 0.69
H 4.37 2.91 -1.07
O 4.07 -0.32 -1.39
H -5.45 2.62 -0.50
H 1.30 -3.45 2.21
C -3.31 2.37 -0.45
H 5.75 -2.34 2.38
C 1.66 -0.56 -1.70
H -3.43 -2.90 2.18
H -0.78 -3.58 2.47
N -2.58 -0.95 1.78
C -1.33 -0.40 1.70
C 2.74 1.50 -0.86
C -1.25 -2.64 2.22
H 1.77 -1.54 -2.15
C 4.98 0.82 -1.14
H 4.31 2.08 0.50
C -6.28 -0.05 -3.34
C 1.51 2.03 -0.52
C -2.16 1.72 -1.01
C 1.71 -2.45 2.13
H -0.48 -0.58 -1.58
H -3.16 3.00 0.44
H 5.41 1.11 -2.11
H -7.36 -0.16 -3.34
C 4.14 1.96 -0.58
C 5.84 -1.72 1.47
H -1.50 0.70 -2.83
H -3.76 0.21 -3.66
C -3.62 0.81 -2.75
C 0.32 1.28 -0.78
H 1.44 3.00 -0.04
H -4.49 -0.44 2.45
C 0.43 0.00 -1.40
C 2.81 0.19 -1.38
H 3.19 1.16 2.09
N -0.51 -1.46 2.02
C -3.81 -0.24 1.61
C 2.74 0.16 2.07
O 4.84 -0.68 1.42
C -4.75 1.29 -2.04
C -0.94 1.77 -0.32
C 0.87 -1.33 2.13
C -4.56 2.17 -0.95
H -5.94 0.36 -4.30
C 3.09 -2.27 1.99
H 0.68 0.80 2.18
H 3.76 -3.12 1.92
C 3.59 -0.95 1.87
O -6.02 0.86 -2.25
H -0.92 2.38 0.59
C -2.36 1.06 -2.26
```

Summary:
Molecular weight (g mol⁻¹): 427.52
HOMO level (eV): -10.2
Gap between HOMO and LUMO (eV): 5.610
Relative energy (zero: lowest compared OMol25 entry of this formula, charge and spin) (kcal/mol): 0.0
Spin multiplicity: 1
Total charge: +1
LUMO level (eV): -4.61

Record 4
Below is the molecule C5H11NO, with properties calculated with ωB97M-V with the def2-TZVPD basis set.

```
18
Properties=species:S:1:pos:R:3
C 0.58 0.43 1.72
H 0.27 1.58 -0.94
C 0.72 0.80 -0.31
N -0.11 0.17 0.56
C -2.07 -0.94 -0.57
H 2.49 1.08 -1.41
H 2.80 0.32 0.14
C 2.11 0.34 -0.70
H -3.16 -0.83 -0.69
H 0.83 1.44 1.99
C -1.56 0.11 0.41
H -1.87 -1.95 -0.22
H 0.80 -0.38 2.42
O 2.12 -0.90 -1.40
H -1.89 1.11 0.08
H 1.53 -1.49 -0.92
H -1.97 -0.05 1.41
H -1.61 -0.82 -1.56
```

Summary:
Molecular weight (g mol⁻¹): 101.15
HOMO level (spin up / spin down) (eV): -7.7 / -7.6
Gap between HOMO and LUMO (spin up / spin down) (eV): 8.095 / 8.007
Relative energy (zero: lowest compared OMol25 entry of this formula, charge and spin) (kcal/mol): 104.1
Spin multiplicity: 1
LUMO level (spin up / spin down) (eV): 0.41 / 0.39

Record 5
Below is a structure of composition C45H42AsN2O5PReSSi, with properties calculated with ωB97M-V with the def2-TZVPD basis set.

```
99
Properties=species:S:1:pos:R:3
C -1.36 -0.59 2.87
H 2.14 4.20 -2.25
C -0.96 -5.05 1.41
H -0.85 1.62 -3.87
H 0.17 -1.00 4.33
C -2.53 -1.05 2.28
C -3.13 -2.21 2.76
C -2.57 -2.91 3.81
C 1.01 -0.86 -3.48
H -0.62 3.30 -4.38
H 4.46 -3.38 -3.15
C 1.32 -3.55 -4.08
H 2.19 -2.88 -5.93
H -2.08 3.12 -0.53
Re 1.19 0.50 0.18
C -3.70 0.77 -1.34
C -1.70 2.42 2.17
H 0.45 -3.93 -2.16
H -4.04 -2.57 2.29
H 0.78 5.34 -2.46
C 4.74 0.58 -2.44
P -0.15 -1.23 -1.02
C 5.03 -0.72 -2.56
H 1.44 -4.60 -4.32
H -0.56 1.21 5.19
H -2.12 -3.28 -1.20
C 1.59 -1.23 -4.68
H -0.08 3.78 1.73
H -4.12 -1.29 -3.99
H 5.32 1.35 -2.93
H 5.86 -1.08 -3.15
C 4.64 -3.08 -2.12
H -0.92 -3.02 5.18
C -0.46 -2.69 0.02
C 0.78 1.50 3.53
C 3.62 0.99 -1.60
H 3.34 2.69 6.14
C 0.58 -1.83 -2.58
H 3.93 2.70 3.75
C 0.34 -3.01 1.13
C -1.50 -3.54 -0.36
H -2.57 -5.35 0.01
H -5.30 0.50 -2.75
C 0.74 -3.18 -2.88
C -3.87 3.42 2.42
C -1.79 -0.68 -1.61
C 2.95 2.36 4.07
C -3.06 2.29 2.42
O 2.24 -2.80 2.49
H -1.89 -2.03 -3.28
C 1.74 -2.58 -4.99
C 3.20 -1.35 -1.15
H -1.72 4.69 -1.22
H -3.04 -3.81 4.18
H -2.97 -0.54 1.44
C -0.19 2.49 -3.78
H -3.49 1.32 2.63
H 0.69 -4.45 2.64
O 3.34 2.17 -1.42
H 4.02 -3.68 -1.46
S 2.43 2.15 1.40
H -1.14 -5.96 1.96
C 2.61 2.36 5.41
O 2.52 -2.25 -0.65
C 1.49 -2.22 1.75
C -2.40 -1.26 -2.72
C -2.44 0.35 -0.94
N 2.87 -0.03 -1.01
H -2.48 3.44 -2.21
C -1.76 -4.71 0.33
C 0.43 1.53 4.88
C -1.73 3.61 -1.43
C -0.77 -1.31 3.91
As -0.44 0.95 2.15
C -1.15 3.68 1.93
H 1.92 -0.47 -5.38
H 5.69 -3.25 -1.88
H 0.90 0.19 -3.23
C 1.35 1.96 5.82
Si -0.03 3.04 -2.00
H -4.93 3.32 2.62
H 0.78 2.23 -4.22
C 1.15 4.49 -1.89
O 0.55 1.81 -1.10
H 1.26 4.80 -0.85
H 1.08 1.97 6.87
H -3.95 5.55 2.20
O 1.58 -0.92 1.57
C -1.38 -2.46 4.38
C -4.32 0.17 -2.43
H -1.53 5.78 1.77
H -1.95 0.87 -0.13
C -1.96 4.81 1.95
H -4.19 1.58 -0.82
C -3.66 -0.84 -3.12
C 0.06 -4.20 1.80
N 4.30 -1.68 -1.92
C -3.32 4.68 2.19
C 2.03 1.94 3.10
```

Summary:
Molecular weight (g mol⁻¹): 1043.10
HOMO level (spin up / spin down) (eV): -7.4 / -7.8
Gap between HOMO and LUMO (spin up / spin down) (eV): 7.792 / 6.640
Expectation value of S²: 3.771
Relative energy (zero: lowest compared OMol25 entry of this formula, charge and spin) (kcal/mol): 6.1
Spin multiplicity: 4
LUMO level (spin up / spin down) (eV): 0.40 / -1.14

Record 6
Below is the molecule C5H10O, with properties calculated with ωB97M-V with the def2-TZVPD basis set.

```
16
Properties=species:S:1:pos:R:3
H 0.82 -2.11 -1.20
C -0.26 -0.02 1.50
H -0.58 2.10 1.03
H -1.98 1.31 1.86
O -0.29 0.26 -2.10
C 1.36 -1.18 -1.01
H 0.92 0.90 -0.62
H 1.97 -1.31 -0.11
C -0.59 -0.52 0.16
C -1.17 1.19 1.14
H -1.67 1.02 0.17
H -0.65 -0.60 2.34
H 0.77 0.31 1.70
C 0.36 -0.02 -0.87
H -1.03 -0.37 -2.14
H 2.01 -0.97 -1.86
```

Summary:
Molecular weight (g mol⁻¹): 86.13
HOMO level (eV): -8.6
Gap between HOMO and LUMO (eV): 9.410
Relative energy (zero: lowest compared OMol25 entry of this formula, charge and spin) (kcal/mol): 85.6
Spin multiplicity: 1
LUMO level (eV): 0.81

Record 7
Below is the molecule C4H3NOS, with properties calculated with ωB97M-V with the def2-TZVPD basis set.

```
10
Properties=species:S:1:pos:R:3
C -1.16 0.67 0.80
H -1.57 1.26 1.69
C 1.03 -0.77 -0.57
S 1.57 -1.35 -2.02
H -1.30 0.14 -1.30
C -1.60 0.63 -0.42
H 0.02 0.13 2.47
N 0.89 -0.53 0.63
C 0.01 -0.02 1.36
O 2.12 -0.15 -2.64
```

Summary:
Molecular weight (g mol⁻¹): 113.14
HOMO level (spin up / spin down) (eV): -8.3 / -8.4
Gap between HOMO and LUMO (spin up / spin down) (eV): 6.191 / 6.984
Relative energy (zero: lowest compared OMol25 entry of this formula, charge and spin) (kcal/mol): 143.2
Spin multiplicity: 1
LUMO level (spin up / spin down) (eV): -2.12 / -1.37

Record 8
Below is a cluster of 5 separate species, C28H57N3O7 in total, with properties calculated with ωB97M-V with the def2-TZVPD basis set.

```
95
Properties=species:S:1:pos:R:3
H 7.49 -3.66 -1.20
H -1.86 4.46 0.68
H -10.46 -0.85 1.56
C 7.51 -3.15 -2.17
H 4.54 1.17 1.66
H 3.16 -5.94 -1.19
C 5.90 -2.48 -3.83
H -1.96 -1.38 -2.77
H -1.37 -0.25 0.53
C -3.24 0.04 -0.52
H 5.55 0.41 2.89
H -6.65 2.15 1.09
C -1.64 8.57 2.34
H 1.72 -3.22 -1.93
C 8.16 -1.79 -2.02
H 7.58 -1.15 -1.35
H 3.52 -0.53 -0.24
O -9.12 1.30 2.11
H 4.59 -4.41 0.18
C 1.24 -4.20 -2.01
H 2.07 -1.52 -0.15
C -3.95 0.68 1.89
C -0.91 -0.17 -1.52
H -1.51 -2.10 -1.37
H -2.93 -1.26 1.94
C -9.01 0.63 1.12
H 8.09 -3.78 -2.85
C 3.62 -4.08 -0.19
C -1.09 7.45 3.20
H 2.05 0.01 -1.04
H -0.17 7.05 2.77
H -0.91 9.39 2.29
O 2.32 -0.44 2.31
H -3.50 -1.01 -0.35
H 2.83 -5.07 -3.22
H 4.13 -1.31 1.76
H 9.16 -1.90 -1.60
C -5.63 0.62 -0.06
H -9.51 -1.17 0.07
C 6.57 -3.18 -5.00
H 6.18 -1.42 -3.81
H 3.76 -1.18 3.48
C -1.40 5.04 1.48
H 3.17 -3.42 0.55
H 1.51 -4.36 -4.14
H -0.72 5.75 1.02
H 4.10 1.31 3.36
H 3.80 -3.50 -1.10
H -1.53 1.37 -0.21
C -10.00 -0.41 0.68
H -1.84 8.24 1.32
H -5.79 1.11 -1.03
O -2.02 6.40 3.44
H 0.17 -4.03 -2.11
C -6.71 1.08 0.90
C -4.17 0.91 0.37
H 6.25 -2.73 -5.94
H -0.82 4.37 2.11
H 4.82 -2.52 -3.95
C 3.71 -0.65 2.53
H -3.96 -0.93 3.34
C 1.99 0.23 1.10
C -2.49 5.72 2.29
H 8.26 -1.27 -2.97
C -2.74 1.36 2.39
C -3.87 -0.81 2.26
H -4.71 -1.35 1.80
N -1.20 -1.45 -2.09
H 6.30 -4.24 -5.01
C 1.75 -4.94 -3.24
H -3.07 6.40 1.65
C 2.44 -0.50 -0.15
O 1.39 -4.94 -0.80
H -10.77 0.06 0.07
H -3.52 0.29 -1.55
N -1.78 1.87 2.74
H 2.37 1.26 1.11
H 1.29 -5.92 -3.32
H -5.73 -0.45 -0.23
O 6.15 -3.09 -2.57
H -4.78 1.10 2.46
N -3.71 3.41 -0.29
H 7.66 -3.11 -4.96
C -3.89 2.32 0.04
H -6.66 0.56 1.86
O -0.03 0.50 -1.97
H 2.62 -5.86 0.48
O -7.96 0.77 0.27
C 4.52 0.64 2.61
H -2.57 8.96 2.76
H -0.84 7.83 4.19
C 2.72 -5.28 -0.44
C -1.74 0.31 -0.34
H 0.90 0.31 1.12
H -3.18 4.97 2.67
```

Summary:
Molecular weight (g mol⁻¹): 547.78
HOMO level (eV): -9.2
Gap between HOMO and LUMO (eV): 9.269
Relative energy (zero: lowest compared OMol25 entry of this formula, charge and spin) (kcal/mol): 0.0
Spin multiplicity: 1
LUMO level (eV): 0.10

- Number 1 is which compound?
  C34H32CsN4PS3

- Which value of molecular weight does entry 7 give?
  113.14 g mol⁻¹